[1]
{"formula": "C16H15ClN2O3S", "method": "ωB97M-V/def2-TZVPD", "species": ["C", "C", "C", "C", "C", "C", "C", "N", "O", "O", "H", "H", "H", "C", "O", "N", "H", "C", "C", "H", "H", "S", "C", "C", "C", "C", "C", "C", "H", "H", "Cl", "H", "H", "H", "H", "H", "H", "H"], "xyz": [[-2.8244, 0.8833, -1.7374], [-3.2169, 0.5810, -0.3293], [-2.2527, 0.1975, 0.6091], [-2.5819, -0.0196, 1.9406], [-3.8928, 0.0950, 2.3717], [-4.8708, 0.4306, 1.4602], [-4.5383, 0.6787, 0.1306], [-5.6365, 1.0303, -0.7399], [-5.3989, 1.5637, -1.8016], [-6.7540, 0.7636, -0.3489], [-5.9048, 0.5203, 1.7566], [-4.1460, -0.0756, 3.4056], [-1.7985, -0.2785, 2.6371], [-0.8055, 0.0283, 0.2389], [0.0732, 0.7559, 0.6469], [-0.5665, -1.0369, -0.5650], [-1.3137, -1.6785, -0.7754], [0.7848, -1.3971, -0.9376], [1.5052, -2.1115, 0.2052], [1.0617, -3.0894, 0.3953], [1.4720, -1.5214, 1.1199], [3.2407, -2.4576, -0.2099], [4.0570, -0.8899, -0.0920], [3.4670, 0.2827, 0.3595], [4.2135, 1.4474, 0.4186], [5.5429, 1.4409, 0.0336], [6.1414, 0.2724, -0.4151], [5.3963, -0.8865, -0.4770], [5.8455, -1.8048, -0.8232], [7.1778, 0.2724, -0.7128], [6.4668, 2.9007, 0.1095], [3.7516, 2.3581, 0.7653], [2.4350, 0.3307, 0.6677], [0.7550, -2.0344, -1.8223], [1.3192, -0.4745, -1.1821], [-3.4158, 0.3048, -2.4458], [-1.7694, 0.6854, -1.9003], [-3.0191, 1.9323, -1.9563]], "e_above_lowest_kj_mol": 253.2, "smiles": "Cc1c(C(=O)NCCSc2ccc(Cl)cc2)cccc1[N+](=O)[O-]", "e_lumo_ev": -0.6, "homo_ev": -8.19, "homo_lumo_gap_ha": 0.27722, "e_tot_ev": -49313.93605, "mol_weight_g_mol": 350.8}



[2]
{"formula": "C32H90N4O15", "method": "ωB97M-V/def2-TZVPD", "species": ["O", "H", "H", "O", "H", "H", "O", "H", "H", "C", "O", "C", "C", "N", "C", "C", "O", "C", "H", "H", "H", "H", "H", "H", "H", "H", "H", "H", "H", "H", "H", "H", "H", "C", "O", "C", "C", "N", "C", "C", "O", "C", "H", "H", "H", "H", "H", "H", "H", "H", "H", "H", "H", "H", "H", "H", "H", "C", "O", "C", "C", "N", "C", "C", "O", "C", "H", "H", "H", "H", "H", "H", "H", "H", "H", "H", "H", "H", "H", "H", "H", "C", "O", "C", "C", "N", "C", "C", "O", "C", "H", "H", "H", "H", "H", "H", "H", "H", "H", "H", "H", "H", "H", "H", "H", "C", "C", "O", "H", "H", "H", "H", "H", "H", "C", "C", "O", "H", "H", "H", "H", "H", "H", "C", "C", "O", "H", "H", "H", "H", "H", "H", "C", "C", "O", "H", "H", "H", "H", "H", "H"], "xyz": [[1.8107, 2.7200, 0.1928], [2.2947, 2.5747, -0.6633], [1.5413, 3.6535, 0.0963], [3.3463, 3.0700, 2.7050], [2.7511, 2.7618, 1.9841], [3.2924, 3.9911, 2.5511], [0.6584, 5.0776, 0.6326], [-0.2291, 4.7527, 0.9614], [0.3349, 5.8444, 0.0343], [-4.5578, -3.2896, -3.0946], [-3.1990, -3.2622, -3.2720], [-2.6861, -1.9605, -3.3696], [-1.1276, -2.0027, -3.4280], [-0.6034, -2.7746, -2.3132], [0.7343, -3.3112, -2.5919], [1.8545, -2.3600, -2.3692], [3.0068, -3.1517, -2.5565], [4.1637, -2.4182, -2.6059], [-4.9755, -2.7144, -3.9312], [-4.8547, -2.9207, -2.0968], [-4.8793, -4.3545, -3.1752], [-3.0041, -1.4301, -2.4762], [-3.0676, -1.5248, -4.2798], [-0.8282, -0.9376, -3.3861], [-0.8964, -2.5282, -4.3232], [-1.2018, -3.5982, -2.2600], [0.8720, -3.6793, -3.6060], [0.8228, -4.2428, -1.9848], [1.7732, -1.9723, -1.3276], [1.8061, -1.4607, -3.0367], [4.2261, -1.7677, -1.7886], [4.2464, -1.8558, -3.5646], [5.0329, -3.1067, -2.6343], [-5.1019, 1.2464, -0.9219], [-4.3008, 1.6679, 0.1109], [-3.7490, 0.5521, 0.8604], [-2.9160, 1.0449, 1.9529], [-3.7378, 1.6447, 2.9860], [-3.0311, 2.3768, 4.0457], [-4.0641, 2.6889, 5.1325], [-5.1316, 3.5039, 4.5588], [-6.1738, 3.7451, 5.3633], [-4.7381, 0.3378, -1.3768], [-5.0439, 2.0159, -1.6776], [-6.1701, 1.0683, -0.6535], [-3.2457, -0.0968, 0.0839], [-4.6202, -0.0822, 1.2863], [-2.1172, 1.7107, 1.5073], [-2.3408, 0.1547, 2.2985], [-4.3859, 2.2644, 2.5450], [-2.5834, 3.3153, 3.7442], [-2.2821, 1.8005, 4.5752], [-3.4880, 3.1970, 5.9105], [-4.5314, 1.7994, 5.5885], [-6.8395, 4.4847, 4.8460], [-5.9278, 4.2807, 6.3098], [-6.6287, 2.8168, 5.7176], [-2.7558, 2.2233, -4.5382], [-1.9828, 2.6484, -3.4780], [-2.1080, 1.8921, -2.3346], [-1.3516, 2.4652, -1.1242], [-1.9849, 3.6000, -0.4717], [-2.4659, 4.7104, -1.2611], [-2.6768, 6.0226, -0.5753], [-1.4254, 6.6994, -0.4502], [-1.7023, 8.0569, 0.1009], [-2.6539, 1.1054, -4.6995], [-2.4564, 2.7674, -5.4523], [-3.7754, 2.4430, -4.4192], [-1.6427, 0.8710, -2.5232], [-3.1774, 1.7432, -2.0848], [-0.3009, 2.6816, -1.4709], [-1.2998, 1.6577, -0.4472], [-2.7592, 3.1914, 0.0971], [-3.4590, 4.4618, -1.6918], [-1.7940, 5.0198, -2.1454], [-3.1228, 5.9070, 0.4772], [-3.3259, 6.6306, -1.1576], [-2.1955, 8.6656, -0.6672], [-0.7211, 8.5274, 0.2309], [-2.1954, 7.9779, 1.0338], [7.3625, -2.3882, 3.4356], [6.3537, -3.2213, 2.9166], [5.1250, -3.2310, 3.6557], [4.3329, -1.9510, 3.4332], [4.2211, -1.5974, 1.9984], [3.9642, -0.1693, 1.7245], [4.3766, 0.3140, 0.3522], [5.7018, -0.0130, 0.1415], [6.5558, 1.0553, 0.2145], [7.7377, -1.5959, 2.7884], [8.2016, -3.0151, 3.7508], [7.0923, -1.7746, 4.2814], [5.1962, -3.4879, 4.7189], [4.5832, -4.1141, 3.2489], [4.8585, -1.1585, 3.9438], [3.3558, -1.9266, 3.8918], [5.1332, -1.8440, 1.6050], [4.4341, 0.5872, 2.3686], [2.8951, -0.0283, 1.8783], [4.2903, 1.3998, 0.4024], [3.7543, -0.1106, -0.4639], [6.6479, 1.5995, -0.7639], [7.5460, 0.7003, 0.4888], [6.2403, 1.8768, 1.0049], [2.8764, -6.6575, 0.2954], [3.5286, -5.2290, 0.0043], [2.6605, -4.1843, 0.3724], [2.4527, -6.6008, 1.2798], [3.5750, -7.4900, 0.0909], [2.0092, -6.6644, -0.3683], [3.7458, -5.2051, -1.0210], [4.5131, -5.1149, 0.5524], [3.1536, -3.3303, 0.5598], [-3.2423, -4.9912, 0.4374], [-3.1053, -4.8324, 1.8877], [-4.3746, -4.8270, 2.5896], [-2.2777, -5.0347, -0.0684], [-3.6757, -4.1243, 0.0076], [-3.8178, -5.8632, 0.1501], [-2.6225, -3.8843, 2.1310], [-2.5311, -5.5537, 2.4128], [-4.5318, -5.7033, 2.9866], [2.9873, 0.7298, -4.5671], [1.8053, 1.3368, -3.7197], [0.6201, 1.0739, -4.3513], [3.8925, 0.7754, -4.0199], [3.0886, 1.3162, -5.4804], [2.8976, -0.3812, -4.7235], [1.9334, 2.4150, -3.4953], [1.8338, 0.8581, -2.6738], [-0.1439, 1.5571, -3.9548], [0.1361, -1.8547, 1.4477], [0.2412, -0.6053, 0.5567], [-0.4500, -0.7214, -0.6624], [0.5756, -2.7421, 0.9748], [-0.8928, -2.0531, 1.7194], [0.6612, -1.7330, 2.3591], [1.3008, -0.5021, 0.4833], [-0.2109, 0.2185, 1.0767], [-0.5487, -1.6315, -1.0496]], "smiles": "COCCNCCOC.COCCNCCOC.COCCNCCOC.COCCNCCOC.CCO.CCO.CCO.CCO.O.O.O", "e_lumo_ev": 0.6, "homo_ev": -8.61, "homo_lumo_gap_ha": 0.33891, "e_tot_ev": -71308.58779, "mol_weight_g_mol": 771.1}



[3]
{"formula": "C2H4O3V", "method": "ωB97M-V/def2-TZVPD", "species": ["O", "C", "V", "O", "O", "H", "C", "H", "H", "H"], "xyz": [[1.7831, -0.2045, 0.0487], [0.8031, 0.3612, -0.4786], [-0.9341, -0.8503, -2.3332], [-0.4074, 0.6317, -0.0710], [0.8190, -0.0507, -1.7176], [1.8738, -0.7166, -1.3067], [-0.9029, 0.2763, 1.2279], [-0.7672, -0.7850, 1.4563], [-0.2971, 0.8239, 1.9540], [-1.9703, 0.5139, 1.2203]], "e_above_lowest_kj_mol": 368.0, "e_lumo_ev": [-4.9, -4.8], "homo_ev": [-12.09, -16.05], "homo_lumo_gap_ha": [0.26430, 0.41206], "charge": 1, "e_tot_ev": -33957.09176, "mol_weight_g_mol": 127.0, "spin_multiplicity": 5, "s2": 6.0019}